1.
Formula: C12H33AsCrF8N4O7S2
Source: the Open Molecules 2025 dataset
Level of theory: ωB97M-V/def2-TZVPD

Values from the calculation:
net charge: 0
expectation value of S²: 6.021
2S+1: 5
E_tot: -6098.24935 Ha

XYZ file:
```
68
C12H33AsCrF8N4O7S2, DFT ωB97M-V/def2-TZVPD
As 1.23354 3.61135 -0.84694
Cr 0.31176 -0.21426 -0.42425
S -0.55437 -3.25153 -1.69091
S 1.33258 -3.41404 -0.54244
F 2.66524 2.85376 -1.68975
F 1.77715 5.32262 -1.19947
F 0.31522 3.36310 -2.37151
F 0.82540 1.91639 -0.27058
F -0.27406 4.17358 -0.05887
F 2.35711 -2.44449 0.15259
F -1.61214 -2.12216 -1.85634
F 2.24440 3.76958 0.63216
O 2.06412 -3.96510 -1.65867
O -1.52038 -2.05825 1.16582
O 1.08710 -4.22932 0.59381
O 2.47849 0.08083 -0.65964
O -0.32463 -3.42567 -3.11176
O -1.38655 -4.22729 -0.94904
O -1.16581 1.80558 1.69943
N 0.59018 -0.24691 1.68412
N -1.69610 0.25848 -0.63696
N 0.58352 0.42707 -2.46243
N 0.41100 -2.12970 -0.79243
C -2.85552 -2.46734 1.18611
C 1.72989 -0.30542 -2.95953
C -3.87430 1.39688 -0.87007
C -0.95297 -1.91950 2.46045
C 2.01237 0.31017 -4.33851
C 0.79048 -0.93651 4.09066
C -2.46059 1.76523 1.12981
C 3.54097 0.28863 0.33165
C -1.22666 2.26972 2.98329
C 2.96195 -0.04894 -2.02215
C -2.46337 1.50187 -0.40151
C 0.48771 -1.37291 2.63575
H -0.01174 -0.31510 4.48865
H 0.78773 1.39506 -2.66592
H -0.20643 0.30281 1.97278
H -1.57942 3.29637 3.08146
H -1.87364 2.33175 -0.79086
H -3.75245 1.36086 -1.95265
H 3.04789 0.32163 1.30319
H -2.95610 -3.55004 1.26200
H 4.08713 1.22110 0.18919
H 1.60056 -0.26123 3.81523
H 2.80684 -0.24122 -4.84141
H -2.15862 -0.46249 -0.10182
H -4.53056 2.21085 -0.56207
H -1.56500 -1.20277 3.00801
H -3.48448 -2.21259 0.33312
H -3.07239 0.99586 1.60084
H 4.19892 -0.57541 0.23863
H 1.31267 0.36761 2.03122
H -3.07243 2.65665 1.26811
H 1.46697 -1.33859 -3.18657
H -0.23497 2.31621 3.43330
H 1.12566 0.22492 -4.96667
H 1.05546 -2.25569 2.34171
H 1.16910 -1.77207 4.67936
H -1.85993 1.69276 3.65722
H 3.60221 -0.91339 -1.84640
H 3.57004 0.83425 -2.21792
H 2.32283 1.34916 -4.22804
H -3.39321 -2.02070 2.02247
H -1.11255 -2.84527 3.01327
H -0.11634 0.23453 -3.16475
H -4.36159 0.44036 -0.68108
H -2.24491 0.07832 -1.46548
```



2.
Formula: C18H20N4O7RuS2
Source: the Open Molecules 2025 dataset
Level of theory: ωB97M-V/def2-TZVPD

Values from the calculation:
net charge: -1
expectation value of S²: 8.764
2S+1: 6
E_tot: -2334.96248 Ha

XYZ file:
```
52
C18H20N4O7RuS2, DFT ωB97M-V/def2-TZVPD
Ru -0.29395 0.36698 -0.53903
S -0.89392 1.94059 -2.62297
S -1.55441 2.26276 0.48843
O 2.67230 1.46804 2.45366
O 0.31118 -2.98424 1.53271
O 1.41475 0.59744 0.82015
O 1.58915 0.41418 -1.95369
O -0.62766 0.20798 2.68192
O -1.14728 -1.51281 0.68393
O 0.61153 -3.86754 -0.85815
N -1.71746 -0.84269 -1.98624
N 2.03666 -3.48888 -2.55327
N -4.02659 -0.26667 -2.66914
N 1.12966 -1.68609 -1.34037
C -4.76621 -1.09508 -3.60598
C -0.20314 -1.11355 2.85544
C -0.39280 -1.89030 1.57847
C 1.60427 1.06382 2.00919
C -2.78517 -0.59058 -2.34620
C -0.03524 5.82028 -1.91686
C -4.42309 1.13653 -2.51008
C -0.36837 5.96751 -0.57286
C -0.82473 4.87289 0.14120
C 1.79557 -0.80356 -2.12500
C 2.75392 -2.62242 -3.33464
C -0.66005 3.47425 -1.82499
C -0.17160 4.58527 -2.52711
C 2.13278 -4.92798 -2.72335
C 2.67935 -1.29692 -3.16502
C -0.97621 3.62157 -0.46448
C 1.22212 -3.00162 -1.52863
C 0.40800 1.13896 2.96472
H -0.24904 6.92577 -0.08054
H -4.37447 1.66360 -3.46541
H 0.34428 6.66451 -2.48133
H -5.44157 1.17198 -2.12109
H 0.10120 4.45274 -3.56742
H -0.03816 2.12749 2.87672
H 0.40710 -3.31380 0.56839
H -3.74356 1.62704 -1.81556
H 0.78437 1.00321 3.98124
H 2.54077 -5.39683 -1.82961
H 2.78426 -5.13147 -3.57109
H -0.79354 -1.60602 3.63848
H -4.71802 -0.68522 -4.61890
H -5.80985 -1.14472 -3.29587
H 3.21785 -0.59883 -3.78671
H 0.85113 -1.17959 3.13133
H -4.35405 -2.10083 -3.61085
H 3.36584 -3.08128 -4.10009
H -1.06552 4.96744 1.19410
H 1.15069 -5.35951 -2.90454
```



3.
Formula: C4H12N4
Source: the Open Molecules 2025 dataset
Level of theory: ωB97M-V/def2-TZVPD

Values from the calculation:
net charge: +2
SMILES string: CN(C)/N=[N+](\C)C=[NH2+]
E_tot: -377.86141 Ha

XYZ file:
```
20
C4H12N4, DFT ωB97M-V/def2-TZVPD
N -0.04707 0.63868 -0.02015
N -1.12655 -0.01094 -0.11865
N 1.20432 0.08885 0.08891
N 1.87126 2.24662 0.88496
C -1.37404 -1.34424 0.03958
C 2.21033 1.15762 0.40354
C -2.19917 0.93638 -0.27085
C 1.57074 -1.28542 -0.35790
H -1.70924 -1.50226 0.98375
H 1.03393 -1.69813 -1.18950
H -2.99428 0.83218 0.50934
H -2.75875 0.85219 -1.29179
H -0.57289 -2.01564 -0.18256
H 2.63544 -1.21934 -0.67017
H 2.61774 2.98195 1.17773
H -1.63874 1.82023 -0.34305
H 0.94023 2.60572 0.93021
H 3.26342 0.76072 0.41951
H -2.22256 -1.55362 -0.55216
H 1.63604 -1.98894 0.43963
```